(1)
C16H32BrINO7S3 | wB97M-V/def2-TZVPD

Each line ends with the natural charge from an NBO analysis.
Positions of all 61 atoms, in Å:
N: 4.42 -1.99 -0.63  -0.8518
C: 3.65 -2.11 -1.90  -0.2361
C: 2.41 -3.03 -1.76  0.0807
O: 2.72 -4.36 -2.15  -0.7423
C: 1.24 -2.43 -2.56  -0.5723
C: 0.52 -1.44 -1.57  -0.4419
Br: 0.20 0.28 -2.57  -0.2123
I: -1.50 -2.32 -1.23  -0.1443
H: 4.40 -2.90 -0.19  0.3393
H: 3.88 -1.36 -0.04  0.3710
H: 4.30 -2.50 -2.68  0.1808
H: 3.29 -1.11 -2.12  0.2043
H: 2.14 -3.02 -0.70  0.1807
H: 2.01 -4.65 -2.72  0.4658
H: 1.61 -1.90 -3.43  0.2040
H: 0.57 -3.22 -2.92  0.1839
C: -2.70 -2.99 3.93  -0.4066
C: -1.74 -3.87 4.75  -0.4006
C: -1.42 -5.10 3.89  -0.6802
S: -1.59 -4.58 2.18  2.1779
O: -2.69 -5.31 1.60  -0.9531
O: -0.28 -4.57 1.58  -0.9244
C: -2.11 -2.91 2.53  -0.6824
H: -2.82 -2.00 4.37  0.2193
H: -3.69 -3.46 3.90  0.2057
H: -0.83 -3.31 4.95  0.2065
H: -2.17 -4.16 5.71  0.2094
H: -0.41 -5.46 4.05  0.2444
H: -2.13 -5.91 4.06  0.2348
H: -2.82 -2.59 1.77  0.2744
H: -1.23 -2.27 2.50  0.2669
C: 2.93 2.35 3.05  -0.4063
C: 1.81 3.26 2.52  -0.3993
C: 1.21 2.57 1.29  -0.6806
S: 1.45 0.80 1.53  2.1872
O: 2.37 0.33 0.53  -0.9292
O: 0.18 0.17 1.79  -0.9322
C: 2.35 0.94 3.08  -0.6756
H: 3.27 2.66 4.04  0.2112
H: 3.79 2.38 2.37  0.2150
H: 1.05 3.38 3.29  0.2011
H: 2.18 4.25 2.27  0.2156
H: 0.14 2.76 1.19  0.2641
H: 1.72 2.84 0.38  0.2545
H: 3.10 0.16 3.13  0.2499
H: 1.63 0.83 3.89  0.2275
C: -2.95 4.06 -4.92  -0.4053
C: -2.09 5.31 -4.72  -0.4014
C: -2.15 5.67 -3.23  -0.6791
S: -2.42 4.13 -2.36  2.1733
O: -3.72 4.19 -1.72  -0.9516
O: -1.24 3.79 -1.62  -0.9291
C: -2.54 3.09 -3.81  -0.6785
H: -2.80 3.61 -5.90  0.2233
H: -4.01 4.31 -4.83  0.2077
H: -1.06 5.10 -5.01  0.2111
H: -2.44 6.14 -5.34  0.2139
H: -1.22 6.11 -2.88  0.2464
H: -2.98 6.33 -3.00  0.2378
H: -3.27 2.30 -3.63  0.2653
H: -1.56 2.66 -3.99  0.2616

Properties
- HOMO energy: -2.819 eV
- Lowest unoccupied orbital energy: 2.3 eV
- Charge: -1
- Spin multiplicity: 1
- Kohn-Sham gap: 0.1872 hartree

---

(2)
C64H98N2O14 | wB97M-V/def2-TZVPD

Each line ends with the Löwdin charge.
Positions of all 178 atoms, in Å:
C: 1.63 0.09 -0.96  0.0457
N: 0.35 0.60 -0.34  -0.3993
O: 0.10 1.78 -0.54  0.0549
O: -0.27 -0.25 0.25  0.0529
H: 2.24 0.75 -1.58  0.0656
H: 1.48 -0.77 -1.60  0.0767
H: 2.20 -0.16 -0.06  0.0931
C: -0.05 -2.24 -5.84  0.0898
N: -0.03 -1.01 -4.94  -0.4227
O: -0.88 -0.19 -5.04  0.0746
O: 0.87 -0.88 -4.13  0.0265
H: -0.13 -1.75 -6.81  0.1011
H: -0.97 -2.76 -5.59  0.0992
H: 0.88 -2.80 -5.70  0.0747
C: -3.47 -3.58 0.91  -0.0829
O: -2.78 -2.89 -0.13  -0.1988
C: -1.58 -3.48 -0.57  -0.1888
C: -1.29 -3.05 -2.01  -0.2074
O: -2.23 -3.11 -3.05  -0.1794
C: -3.19 -1.99 -3.13  -0.0532
H: -2.94 -3.32 1.82  0.0720
H: -3.45 -4.67 0.88  0.0817
H: -4.51 -3.25 0.82  0.0797
H: -1.69 -4.56 -0.50  0.1194
H: -0.77 -3.17 0.10  0.1164
H: -0.52 -3.70 -2.42  0.1159
H: -0.77 -2.10 -2.02  0.1018
H: -3.80 -1.84 -2.24  0.0757
H: -3.76 -2.12 -4.05  0.0900
H: -2.70 -1.02 -3.19  0.0567
C: -1.30 7.94 6.38  -0.1017
O: -0.49 7.23 5.44  -0.1739
C: -0.64 5.86 5.63  -0.2312
C: 0.45 5.07 4.84  -0.1675
O: 0.65 5.39 3.44  -0.1884
C: -0.44 4.98 2.61  -0.0998
H: -1.10 7.74 7.44  0.0840
H: -2.29 7.56 6.16  0.0825
H: -1.31 9.01 6.21  0.0887
H: -1.62 5.53 5.30  0.1135
H: -0.52 5.64 6.70  0.1209
H: 0.17 4.02 4.88  0.1043
H: 1.42 5.23 5.32  0.1235
H: -0.34 5.48 1.65  0.0684
H: -1.37 5.45 2.95  0.0860
H: -0.58 3.90 2.48  0.0819
C: 2.13 -5.19 -0.95  -0.0776
O: 1.84 -5.41 -2.38  -0.2064
C: 2.25 -6.70 -2.70  -0.2234
C: 1.93 -7.01 -4.21  -0.1882
O: 2.80 -6.45 -5.15  -0.1808
C: 3.01 -5.02 -5.08  -0.0720
H: 1.87 -4.15 -0.74  0.0804
H: 3.13 -5.38 -0.57  0.0854
H: 1.47 -5.83 -0.36  0.0746
H: 1.63 -7.34 -2.08  0.1146
H: 3.28 -6.95 -2.43  0.1272
H: 0.91 -6.77 -4.50  0.1217
H: 1.97 -8.09 -4.33  0.1195
H: 3.66 -4.76 -5.92  0.0944
H: 3.43 -4.56 -4.19  0.0585
H: 2.01 -4.59 -5.17  0.0663
C: -3.69 1.32 0.16  -0.1023
O: -4.92 0.66 0.48  -0.1781
C: -4.80 -0.20 1.61  -0.1827
C: -6.10 -1.07 1.71  -0.2164
O: -7.20 -0.24 2.08  -0.1781
C: -8.42 -1.03 1.92  -0.0873
H: -2.87 0.63 -0.07  0.0741
H: -3.33 1.96 0.96  0.0774
H: -3.94 1.98 -0.67  0.0683
H: -4.67 0.37 2.53  0.1248
H: -3.97 -0.87 1.42  0.0961
H: -5.88 -1.84 2.45  0.1181
H: -6.21 -1.53 0.73  0.1120
H: -8.52 -1.86 2.62  0.0801
H: -8.41 -1.38 0.89  0.0837
H: -9.17 -0.29 2.19  0.0867
C: 3.15 -5.58 5.59  -0.0662
O: 2.33 -5.05 4.50  -0.2084
C: 0.94 -5.43 4.47  -0.1779
C: 0.30 -4.96 3.12  -0.1715
O: -1.15 -5.08 3.08  -0.2142
C: -1.54 -6.45 3.16  -0.1081
H: 2.72 -5.07 6.46  0.0816
H: 4.22 -5.41 5.59  0.0822
H: 3.04 -6.65 5.75  0.0765
H: 0.33 -5.03 5.29  0.1276
H: 0.86 -6.52 4.43  0.1108
H: 0.72 -5.52 2.29  0.1107
H: 0.50 -3.90 2.93  0.1011
H: -1.63 -6.70 4.21  0.0873
H: -0.80 -7.11 2.70  0.0867
H: -2.49 -6.59 2.63  0.0837
C: -4.96 3.13 -5.37  -0.0817
C: -3.66 3.47 -5.82  -0.0923
C: -2.57 2.90 -5.21  -0.0696
C: -2.86 2.10 -4.06  -0.0811
C: -4.13 1.84 -3.58  -0.1219
C: -5.20 2.30 -4.27  -0.1083
H: -5.84 3.59 -5.80  0.0906
H: -3.54 4.26 -6.55  0.0962
H: -1.57 3.16 -5.53  0.0874
H: -2.04 1.60 -3.57  0.0742
H: -4.31 1.05 -2.87  0.0947
H: -6.20 1.97 -4.05  0.1050
C: -1.86 0.41 5.90  -0.0886
C: -1.76 1.05 4.67  -0.0797
C: -1.59 0.33 3.46  -0.0858
C: -1.61 -1.04 3.56  -0.1210
C: -1.88 -1.71 4.74  -0.0768
C: -1.95 -0.98 5.93  -0.0869
H: -1.97 1.00 6.80  0.0969
H: -1.59 2.11 4.57  0.0784
H: -1.38 0.84 2.54  0.0867
H: -1.52 -1.65 2.67  0.0861
H: -1.97 -2.79 4.71  0.0929
H: -2.05 -1.48 6.88  0.0958
C: 2.49 3.55 1.15  -0.0780
C: 3.14 3.61 -0.09  -0.0796
C: 4.53 3.45 -0.16  -0.0912
C: 5.23 3.35 1.05  -0.0924
C: 4.59 3.35 2.29  -0.1099
C: 3.20 3.47 2.34  -0.0827
H: 1.42 3.67 1.08  0.0692
H: 2.52 3.68 -0.98  0.0926
H: 4.97 3.31 -1.13  0.0913
H: 6.30 3.22 0.96  0.0947
H: 5.15 3.12 3.18  0.0957
H: 2.69 3.54 3.30  0.0946
C: 1.16 4.40 -4.32  -0.0778
C: 2.39 4.99 -4.63  -0.0790
C: 3.57 4.20 -4.67  -0.0843
C: 3.45 2.82 -4.52  -0.0889
C: 2.18 2.24 -4.27  -0.1081
C: 1.08 3.01 -4.24  -0.0980
H: 0.29 5.04 -4.33  0.0922
H: 2.31 5.99 -5.02  0.0958
H: 4.50 4.67 -4.93  0.0934
H: 4.29 2.18 -4.77  0.0965
H: 2.19 1.16 -4.18  0.0696
H: 0.13 2.53 -4.03  0.0822
C: -3.26 5.46 -1.86  -0.0951
C: -3.00 6.55 -2.71  -0.0813
C: -1.72 7.16 -2.74  -0.0824
C: -0.73 6.63 -1.86  -0.0849
C: -1.05 5.54 -1.05  -0.1059
C: -2.30 4.97 -1.04  -0.1007
H: -4.24 5.02 -1.96  0.1003
H: -3.72 6.97 -3.40  0.0925
H: -1.63 8.04 -3.36  0.0918
H: 0.24 7.07 -1.99  0.0965
H: -0.28 4.97 -0.55  0.0840
H: -2.51 4.08 -0.47  0.0925
C: 3.13 -2.60 2.41  -0.0970
C: 2.31 -1.53 2.57  -0.0980
C: 2.84 -0.31 2.91  -0.1136
C: 4.17 -0.11 2.87  -0.0945
C: 5.05 -1.20 2.68  -0.0700
C: 4.53 -2.50 2.44  -0.0687
H: 2.68 -3.58 2.27  0.0782
H: 1.23 -1.55 2.66  0.0884
H: 2.22 0.55 3.10  0.1052
H: 4.55 0.82 3.27  0.0849
H: 6.11 -1.06 2.81  0.0938
H: 5.18 -3.36 2.37  0.0975
C: 4.68 -2.80 -2.04  -0.0954
C: 4.02 -1.77 -2.75  -0.0573
C: 4.30 -0.48 -2.37  -0.1487
C: 5.12 -0.20 -1.35  -0.0699
C: 5.81 -1.27 -0.69  -0.0658
C: 5.58 -2.59 -1.03  -0.0994
H: 4.53 -3.81 -2.38  0.0819
H: 3.29 -1.93 -3.53  0.0903
H: 3.82 0.37 -2.83  0.0770
H: 5.27 0.80 -0.98  0.0893
H: 6.59 -0.99 0.00  0.0954
H: 6.07 -3.35 -0.44  0.1045

Properties
- HOMO energy: -8.767 eV
- Lowest unoccupied orbital energy: 0.3 eV
- Spin multiplicity: 1
- Kohn-Sham gap: 0.3329 hartree

---

(3)
C4H9N2O2S | wB97M-V/def2-TZVPD

Each line ends with the natural charge from an NBO analysis.
Positions of all 18 atoms, in Å:
C: -1.31 0.55 -1.01  0.0656
C: 1.68 0.44 0.67  -0.5026
C: 1.00 1.22 -0.45  -0.2308
C: 1.54 -1.02 0.48  0.1399
N: -0.43 1.06 -0.19  -0.4406
N: 0.59 -1.51 -0.27  -0.6644
O: -2.63 0.85 1.12  -0.8869
O: -2.22 -1.41 0.08  -0.8705
S: -2.97 0.09 0.01  1.6174
H: 2.75 0.62 0.91  0.2737
H: 1.16 0.67 1.71  0.2438
H: 1.16 2.29 -0.52  0.2487
H: 0.99 0.68 -1.47  0.2369
H: 2.09 -1.59 1.23  0.1878
H: -0.69 1.31 0.75  0.4448
H: 0.73 -2.60 -0.25  0.3709
H: -2.36 -1.94 -0.72  0.5157
H: -1.07 0.29 -2.08  0.2506

Properties
- HOMO energy: -14.188 eV
- Energy above the lowest of the compared OMol25 structures with the same formula, charge and spin: 241.3 kJ/mol
- Lowest unoccupied orbital energy: -4.5 eV
- Charge: +1
- Spin multiplicity: 1
- Kohn-Sham gap: 0.3555 hartree

---

(4)
C2HO3Sn | wB97M-V/def2-TZVPD

Each line ends with the Mulliken spin population.
Positions of all 7 atoms, in Å:
O: 1.83 0.10 1.19  0.1831
H: 1.44 -0.19 2.04  -0.0022
O: -1.30 0.05 -0.09  0.0113
O: -0.61 -0.11 -1.31  0.1770
C: 1.04 0.10 0.22  0.3764
C: 0.64 -0.03 -0.99  0.2559
Sn: -3.03 0.08 -1.07  -0.0015

Properties
- HOMO energy (spin up / spin down): -20.043 / -20.362 eV
- Energy above the lowest of the compared OMol25 structures with the same formula, charge and spin: 364.3 kJ/mol
- Lowest unoccupied orbital energy (spin up / spin down): -11.1 / -12.2 eV
- Charge: +2
- ⟨S²⟩: 0.755
- Spin multiplicity: 2
- Kohn-Sham gap (spin up / spin down): 0.3270 / 0.2998 hartree

---

(5)
C28H58BaNO14 | wB97M-V/def2-TZVPD

Each line ends with the Mulliken spin population.
Positions of all 102 atoms, in Å:
Ba: 3.76 -2.49 -1.38  1.2680
C: 0.25 -0.70 1.19  0.0633
C: 1.14 -1.30 0.12  -0.2558
O: 1.78 -0.53 -0.62  -0.1025
O: 1.19 -2.55 0.08  0.0161
H: 0.83 -0.32 2.03  -0.0006
H: -0.40 -1.40 1.72  0.0037
H: -0.31 0.15 0.80  -0.0078
C: 1.62 2.63 1.09  -0.0098
C: 1.11 3.22 2.21  0.0011
C: 1.25 4.59 2.41  0.0001
C: 1.85 5.42 1.38  0.0001
C: 2.32 4.77 0.18  0.0006
C: 2.26 3.37 0.17  -0.0065
N: 2.03 6.85 1.60  0.0000
O: 2.77 7.39 0.76  0.0000
O: 1.45 7.39 2.55  0.0000
H: 1.55 1.58 0.85  0.0037
H: 0.59 2.61 2.92  0.0001
H: 0.93 5.00 3.35  0.0000
H: 2.60 5.33 -0.70  0.0000
H: 2.74 2.77 -0.59  0.0028
C: 2.03 -4.73 -3.77  -0.0023
O: 1.73 -3.65 -2.94  -0.0427
C: 0.79 -2.69 -3.36  -0.0076
C: 1.46 -1.64 -4.21  0.0271
O: 2.80 -1.31 -3.76  -0.0701
C: 3.30 -0.08 -4.35  0.0207
H: 2.74 -5.32 -3.20  0.0399
H: 2.39 -4.31 -4.71  0.0150
H: 1.12 -5.29 -4.01  -0.0013
H: 0.46 -2.12 -2.49  0.0089
H: -0.03 -3.06 -3.97  -0.0013
H: 0.88 -0.72 -4.26  0.0033
H: 1.64 -2.05 -5.21  -0.0056
H: 4.39 -0.16 -4.43  0.0066
H: 3.03 0.68 -3.63  -0.0037
H: 2.83 0.02 -5.33  0.0001
C: -3.47 0.57 2.27  -0.0001
O: -2.35 1.50 2.22  -0.0023
C: -2.82 2.84 2.39  -0.0001
C: -3.67 3.16 3.67  -0.0001
O: -5.11 2.89 3.50  0.0000
C: -5.92 2.99 4.61  0.0000
H: -4.36 0.76 1.67  0.0000
H: -3.85 0.59 3.29  0.0001
H: -3.09 -0.44 2.10  0.0000
H: -3.48 3.09 1.56  0.0000
H: -1.88 3.39 2.42  0.0001
H: -3.58 4.24 3.75  0.0000
H: -3.25 2.61 4.51  0.0000
H: -5.62 3.95 5.01  0.0000
H: -5.85 2.22 5.37  0.0000
H: -6.94 3.00 4.21  0.0000
C: -5.00 2.26 -3.74  0.0000
O: -4.57 1.11 -2.91  0.0000
C: -4.08 1.52 -1.58  -0.0001
C: -2.66 1.04 -1.42  0.0001
O: -1.82 1.76 -2.33  -0.0002
C: -0.42 1.49 -2.28  -0.0028
H: -5.91 2.77 -3.45  0.0000
H: -5.16 1.88 -4.75  0.0000
H: -4.16 2.96 -3.75  0.0000
H: -4.76 1.11 -0.83  0.0000
H: -4.07 2.61 -1.47  0.0000
H: -2.43 -0.01 -1.56  0.0004
H: -2.35 1.21 -0.39  0.0001
H: -0.06 1.55 -1.25  -0.0009
H: 0.05 2.25 -2.90  -0.0011
H: -0.30 0.50 -2.72  0.0022
C: -1.06 -6.74 1.66  -0.0019
O: -2.11 -5.81 1.45  0.0001
C: -1.81 -4.43 1.66  0.0001
C: -3.01 -3.59 1.15  0.0005
O: -3.11 -3.58 -0.26  -0.0001
C: -2.23 -2.65 -0.88  0.0005
H: -1.55 -7.64 2.04  -0.0004
H: -0.47 -6.41 2.52  0.0004
H: -0.47 -6.93 0.77  0.0024
H: -0.95 -3.99 1.14  0.0022
H: -1.67 -4.23 2.73  -0.0003
H: -3.10 -2.63 1.66  -0.0001
H: -4.00 -4.00 1.31  -0.0001
H: -1.26 -3.14 -0.90  0.0020
H: -2.33 -1.67 -0.41  -0.0002
H: -2.40 -2.55 -1.96  0.0004
C: 5.61 0.90 -1.52  0.0076
O: 5.40 -0.18 -0.64  -0.0208
C: 5.25 0.24 0.75  -0.0336
C: 5.22 -0.95 1.71  0.0105
O: 4.18 -1.81 1.30  0.0159
C: 3.82 -2.81 2.27  -0.0047
H: 6.19 0.54 -2.38  0.0030
H: 6.34 1.57 -1.05  0.0007
H: 4.72 1.49 -1.76  -0.0092
H: 4.38 0.88 0.88  0.0072
H: 6.06 0.91 1.06  -0.0061
H: 5.18 -0.68 2.76  0.0014
H: 6.17 -1.47 1.66  0.0308
H: 2.92 -3.31 1.89  0.0151
H: 3.58 -2.46 3.27  0.0005
H: 4.58 -3.58 2.38  0.0174

Properties
- HOMO energy (spin up / spin down): -3.207 / -9.358 eV
- Energy above the lowest of the compared OMol25 structures with the same formula, charge and spin: 0.0 kJ/mol
- Lowest unoccupied orbital energy (spin up / spin down): -0.8 / -0.8 eV
- ⟨S²⟩: 0.750
- Spin multiplicity: 2
- Kohn-Sham gap (spin up / spin down): 0.0888 / 0.3148 hartree